[1]
Density functional theory data (the ωB97M-V functional and the def2-TZVPD basis) for a molecular structure, C37H35Cl2CoN9O2P.

Geometry as ORCA input:
```
! wB97M-V def2-TZVPD RIJCOSX def2/J DEFGRID3
* xyz -1 2
Co -0.073 -0.119 0.228
Cl -0.281 3.788 -5.590
C 0.255 2.970 -4.148
C -0.605 2.060 -3.546
C -0.243 1.361 -2.387
N -0.956 0.336 -1.783
C -2.131 -0.039 -2.317
O -2.909 0.609 -3.031
C -2.527 -1.481 -2.052
C -3.868 -1.853 -2.163
C -4.215 -3.159 -1.882
C -3.217 -4.056 -1.520
C -1.906 -3.603 -1.493
N -1.566 -2.348 -1.761
C 1.032 1.655 -1.833
C 1.882 2.556 -2.454
C 1.500 3.222 -3.612
Cl 2.609 4.358 -4.331
N 1.379 1.047 -0.610
C 1.797 1.943 0.315
O 2.922 2.411 0.475
C 0.674 2.409 1.226
C 0.775 3.531 2.034
C -0.381 4.008 2.629
C -1.579 3.349 2.399
C -1.582 2.203 1.619
N -0.475 1.743 1.045
H -1.579 1.900 -3.976
H -4.591 -1.103 -2.451
H -5.250 -3.479 -1.932
H -3.445 -5.086 -1.275
H -1.086 -4.269 -1.240
H 2.858 2.749 -2.032
H 1.733 4.018 2.145
H -0.352 4.896 3.247
H -2.508 3.702 2.825
H -2.483 1.630 1.448
N -5.295 -1.399 5.330
C -4.485 -1.271 4.522
C -3.475 -1.112 3.520
C -2.192 -0.681 3.865
C -1.243 -0.522 2.876
C -1.480 -0.770 1.507
C -2.772 -1.220 1.217
C -3.757 -1.386 2.184
H -1.957 -0.470 4.902
H -0.258 -0.173 3.185
H -3.047 -1.451 0.201
H -4.745 -1.728 1.902
C 5.539 0.494 1.272
N 5.025 -0.782 0.608
C 5.552 -1.994 1.351
N 5.229 -1.928 2.731
C 5.755 -0.692 3.305
N 5.231 0.506 2.667
C 3.775 0.660 2.899
P 2.741 -0.725 2.205
C 3.526 -0.816 0.544
C 3.784 -2.073 2.965
H 5.060 1.326 0.754
H 6.620 0.497 1.118
H 5.375 -0.814 -0.350
H 6.636 -1.998 1.210
H 5.095 -2.864 0.878
H 6.844 -0.700 3.199
H 5.505 -0.664 4.365
H 3.465 1.610 2.469
H 3.604 0.713 3.978
H 3.182 -0.008 -0.101
H 3.245 -1.766 0.076
H 3.451 -3.020 2.538
H 3.609 -2.105 4.042
C 1.615 -1.444 -2.496
C 1.608 -2.249 -1.240
C 2.312 -3.430 -1.064
C 2.024 -3.876 0.245
C 1.159 -2.944 0.797
C 0.444 -3.155 2.094
N 0.910 -1.929 -0.103
H 1.972 -2.070 -3.317
H 2.262 -0.564 -2.436
H 0.610 -1.102 -2.727
H 2.913 -3.916 -1.820
H 2.329 -4.801 0.719
H -0.538 -3.612 1.937
H 0.278 -2.240 2.649
H 1.024 -3.835 2.726
*
```

**Calculated total energy**: -4718.78374 a.u.
**Highest occupied orbital energy (alpha / beta)**: -4.06 / -4.02 eV
**Orbital gap (alpha / beta)**: 0.20813 / 0.20659 hartree
**ΔE to the lowest compared entry with this formula, charge and spin**: 0.0 kcal per mole


[2]
Density functional theory data (the ωB97M-V functional and the def2-TZVPD basis) for a molecular structure, C37H35Cl2MoN3O3PSSbSe4.

Geometry as ORCA input:
```
! wB97M-V def2-TZVPD RIJCOSX def2/J DEFGRID3
* xyz 0 3
Mo -0.106 -0.255 -0.064
Cl 0.337 -0.497 2.479
C 2.035 -0.063 2.695
C 2.481 -0.002 4.000
C 3.805 0.325 4.238
C 4.647 0.587 3.170
C 4.163 0.518 1.875
Cl 5.272 0.864 0.584
C 2.834 0.186 1.581
S 2.292 0.065 -0.090
H 1.799 -0.209 4.812
H 4.178 0.378 5.251
H 5.683 0.849 3.328
C -1.870 -2.934 -2.513
C -1.460 -1.814 -3.461
C -2.518 -0.720 -3.575
C -0.053 -1.278 -3.124
C 0.715 -0.759 -4.326
O 0.542 0.667 -4.236
C 0.233 0.938 -2.958
N -0.048 -0.083 -2.223
C 0.269 2.415 -2.690
C 0.506 3.201 -3.826
C 0.575 4.579 -3.750
C 0.422 5.209 -2.526
C 0.193 4.443 -1.400
C 0.098 3.052 -1.454
P -0.193 2.190 0.133
C -1.758 2.929 0.733
C -2.256 2.478 1.959
C -3.455 2.957 2.455
C -4.193 3.878 1.723
C -3.726 4.304 0.492
C -2.516 3.833 -0.001
C 1.100 2.996 1.170
C 0.903 3.207 2.531
C 1.923 3.717 3.325
C 3.152 4.028 2.768
C 3.358 3.827 1.409
C 2.343 3.311 0.620
H -2.791 -3.404 -2.854
H -2.052 -2.564 -1.504
H -1.092 -3.703 -2.465
H -1.344 -2.262 -4.455
H -2.649 -0.191 -2.631
H -3.482 -1.157 -3.834
H -2.263 0.008 -4.351
H 0.499 -2.073 -2.630
H 0.315 -1.082 -5.284
H 1.787 -0.956 -4.281
H 0.642 2.726 -4.783
H 0.758 5.155 -4.648
H 0.487 6.286 -2.447
H 0.090 4.933 -0.440
H -1.734 1.705 2.508
H -3.833 2.579 3.397
H -5.142 4.234 2.099
H -4.312 4.990 -0.105
H -2.197 4.157 -0.982
H -0.048 2.985 2.993
H 1.748 3.871 4.383
H 3.947 4.424 3.386
H 4.316 4.058 0.962
H 2.535 3.141 -0.431
O -3.367 -3.993 0.414
C -2.969 -5.329 0.354
N -2.231 -5.796 1.506
C -0.927 -5.539 1.801
O -0.374 -6.027 2.766
C -0.125 -4.703 0.837
C 1.031 -5.215 0.276
C 1.824 -4.377 -0.488
C 1.452 -3.055 -0.632
N 0.342 -2.539 -0.086
C -0.434 -3.362 0.634
H -4.040 -3.844 1.119
H -2.342 -5.410 -0.535
H -3.826 -5.995 0.237
H -2.732 -6.258 2.249
H 1.314 -6.244 0.459
H 2.740 -4.725 -0.945
H 2.089 -2.365 -1.169
H -1.327 -2.928 1.058
Se -5.166 -2.002 2.593
Sb -5.001 -0.780 0.550
Se -2.383 -0.364 0.354
Se -5.972 1.332 0.079
Se -5.720 -2.003 -1.485
*
```

**Calculated total energy**: -13395.12405 a.u.
**Highest occupied orbital energy (alpha / beta)**: -7.01 / -7.43 eV
**Orbital gap (alpha / beta)**: 0.21769 / 0.20792 hartree
**ΔE to the lowest compared entry with this formula, charge and spin**: 13.3 kcal per mole


[3]
Density functional theory data (the ωB97M-V functional and the def2-TZVPD basis) for a molecular structure, C37H35ClCsN7O2SSi.

Geometry as ORCA input:
```
! wB97M-V def2-TZVPD RIJCOSX def2/J DEFGRID3
* xyz -2 1
Cs 0.987 1.056 0.026
O 0.477 3.727 -0.432
C 1.237 4.702 -0.745
C 0.765 5.731 -1.624
C 1.537 6.802 -2.016
C 2.852 6.935 -1.561
C 3.339 5.962 -0.705
C 2.589 4.865 -0.272
C 3.283 3.976 0.666
N 2.811 2.991 1.325
N 3.715 2.450 2.244
C 3.726 1.139 2.264
O 3.135 0.321 1.495
C 4.589 0.551 3.360
C 4.797 -0.824 3.377
C 5.556 -1.418 4.378
C 6.114 -0.640 5.383
C 5.915 0.738 5.370
C 5.164 1.328 4.364
H -0.250 5.615 -1.990
H 1.119 7.544 -2.690
H 3.473 7.769 -1.865
H 4.358 6.048 -0.335
H 4.337 4.236 0.828
H 4.342 -1.405 2.584
H 5.710 -2.492 4.375
H 6.704 -1.099 6.169
H 6.351 1.353 6.149
H 4.995 2.397 4.337
C -3.938 -3.553 -7.821
Si -2.541 -4.194 -6.702
C -1.011 -4.204 -7.791
C -3.058 -5.942 -6.235
C -2.424 -3.005 -5.264
C -3.226 -1.880 -5.179
C -3.125 -1.013 -4.094
C -2.184 -1.324 -3.128
N -1.385 -2.386 -3.170
C -1.488 -3.248 -4.209
S -0.493 -4.657 -4.239
H -4.042 -4.206 -8.693
H -3.735 -2.542 -8.186
H -4.901 -3.536 -7.301
H -1.135 -4.905 -8.624
H -0.141 -4.494 -7.205
H -0.836 -3.209 -8.209
H -3.587 -6.424 -7.064
H -3.725 -5.915 -5.369
H -2.190 -6.536 -5.956
H -3.948 -1.669 -5.962
H -3.750 -0.132 -4.004
H -2.079 -0.695 -2.245
N -0.395 -1.429 2.473
C 0.236 -0.898 3.586
C 1.381 -1.446 4.174
C 1.963 -0.768 5.225
C 1.403 0.418 5.681
C 0.272 0.877 5.032
N -0.309 0.242 4.019
C -0.011 -2.526 1.694
C 0.348 -3.757 2.236
C 0.647 -4.786 1.358
C 0.555 -4.575 -0.008
C 0.166 -3.317 -0.450
N -0.094 -2.310 0.384
H -0.927 -0.748 1.949
H 1.848 -2.328 3.762
H 2.883 -1.143 5.658
H 1.854 0.990 6.480
H -0.190 1.816 5.319
H 0.357 -3.910 3.306
H 0.928 -5.758 1.748
H 0.753 -5.353 -0.732
H 0.034 -3.113 -1.508
Cl -1.422 3.957 3.035
C -2.045 3.030 1.707
C -2.126 3.581 0.444
C -2.625 2.776 -0.569
C -2.996 1.475 -0.276
N -2.892 0.938 0.941
C -2.425 1.712 1.918
H -1.770 4.581 0.253
H -2.682 3.148 -1.583
H -3.380 0.823 -1.053
H -2.294 1.258 2.892
*
```

**Calculated total energy**: -3132.88970 a.u.
**Highest occupied orbital energy**: -2.11 eV
**Orbital gap**: 0.21544 hartree
**ΔE to the lowest compared entry with this formula, charge and spin**: 0.6 kcal per mole